[1]
Below is 14 unconnected molecules or ions with the total composition C72H157N9O15 in a non-equilibrium geometry, with properties calculated with wB97M-V/def2-TZVPD.

Calculated values
gap between HOMO and LUMO: 8.475 eV
energy: -121320.33215 eV

Structure (XYZ):
```
253
Properties=species:S:1:pos:R:3:forces:R:3:lowdin_charge:R:1
C 10.013 2.366 1.866 -1.55 -0.23 0.92 -0.10
O 8.749 2.203 1.235 -0.30 0.61 0.47 -0.18
C 7.765 2.939 1.988 -0.05 -1.40 0.30 -0.19
C 6.517 3.073 1.147 -1.01 0.06 1.57 -0.20
O 5.714 1.924 1.331 -0.87 -0.52 -1.00 -0.14
C 5.017 1.546 0.122 1.73 0.30 -0.48 -0.19
C 4.118 2.600 -0.544 0.60 1.17 1.09 -0.17
O 3.047 3.141 0.278 0.03 -2.26 -0.07 -0.18
C 2.246 2.042 0.811 -0.13 1.86 1.61 -0.08
H 10.059 1.772 2.789 0.08 -0.13 -0.11 0.09
H 10.063 3.400 2.186 0.76 0.38 -0.18 0.07
H 10.767 2.051 1.194 0.82 -0.07 -0.64 0.08
H 8.172 3.897 2.257 0.17 0.73 -0.01 0.10
H 7.570 2.392 2.957 -0.10 0.46 -0.86 0.15
H 6.815 3.167 0.133 0.37 0.18 -1.11 0.11
H 5.849 3.920 1.423 0.91 0.02 -0.05 0.14
H 4.553 0.624 0.313 -1.18 -1.07 0.67 0.08
H 5.815 1.216 -0.601 -0.57 0.72 0.10 0.14
H 3.759 2.233 -1.535 0.18 0.24 0.66 0.13
H 4.774 3.492 -0.622 -0.48 -0.47 -0.77 0.12
H 2.046 1.287 0.109 -0.02 -1.02 -1.03 0.04
H 1.285 2.447 1.143 0.07 0.27 -0.47 0.07
H 2.627 1.595 1.754 0.56 0.17 -0.63 0.10
C -5.181 -2.244 4.004 1.95 -0.51 -0.59 -0.07
O -4.280 -1.527 4.834 -0.92 0.08 1.14 -0.17
C -3.038 -1.260 4.297 1.39 0.23 -1.94 -0.24
C -2.075 -2.426 4.243 1.34 -0.25 1.64 -0.21
O -2.224 -3.246 3.127 -0.42 0.99 -1.52 -0.14
C -1.116 -4.015 2.749 -0.60 -1.35 -0.07 -0.20
C -0.960 -5.180 3.713 0.08 0.22 -1.42 -0.24
O -0.310 -4.674 4.844 0.23 -0.92 0.28 -0.20
C 0.139 -5.743 5.661 0.11 -0.30 -0.53 -0.10
H -4.893 -3.339 3.984 -0.44 1.11 -0.28 0.11
H -5.044 -1.752 3.035 -0.45 -0.65 -0.46 0.07
H -6.190 -2.118 4.335 -0.49 0.13 0.49 0.07
H -2.574 -0.423 4.796 -0.01 0.12 0.86 0.11
H -3.052 -0.908 3.261 -0.78 0.15 -0.44 0.10
H -2.384 -2.998 5.115 0.53 -0.36 0.54 0.13
H -0.965 -2.168 4.336 -1.51 0.19 0.15 0.13
H -0.085 -3.569 2.676 -1.17 0.38 0.14 0.11
H -1.392 -4.438 1.756 0.27 0.37 0.47 0.12
H -0.389 -5.864 3.067 0.65 -0.46 0.83 0.12
H -1.903 -5.716 3.956 0.22 0.53 -0.01 0.14
H 0.605 -5.312 6.534 0.00 0.10 0.32 0.08
H 0.930 -6.319 5.107 -0.82 0.14 0.49 0.10
H -0.737 -6.373 5.956 0.79 0.17 -0.16 0.10
C -1.408 3.294 1.908 -0.56 -0.23 0.06 -0.11
O -1.164 2.093 1.214 -0.67 -0.90 0.11 -0.19
C -0.892 1.001 2.133 1.05 0.82 -0.43 -0.18
C -0.846 -0.328 1.435 0.36 0.68 -0.87 -0.17
O 0.182 -0.260 0.430 0.28 0.19 0.73 -0.16
C 0.444 -1.540 -0.123 0.06 0.26 0.01 -0.16
C 1.342 -1.369 -1.373 0.08 -1.81 0.76 -0.18
O 2.653 -0.955 -1.036 0.31 0.29 -0.51 -0.20
C 3.507 -0.984 -2.206 0.04 1.09 0.85 -0.06
H -1.787 4.110 1.297 0.16 -0.28 -0.69 0.09
H -0.519 3.625 2.375 1.21 0.60 0.65 0.07
H -2.146 3.194 2.691 -0.24 -0.37 0.36 0.05
H -1.631 0.964 2.946 0.14 0.18 -0.08 0.11
H 0.138 1.151 2.523 -0.66 0.17 0.22 0.10
H -1.767 -0.499 0.904 -0.50 -0.35 0.12 0.07
H -0.658 -1.119 2.178 0.01 0.12 -0.19 0.11
H -0.558 -1.932 -0.336 0.32 -0.51 -0.68 0.10
H 0.884 -2.188 0.663 0.05 0.11 -0.63 0.10
H 0.878 -0.684 -2.053 -0.36 0.68 -0.48 0.09
H 1.467 -2.345 -1.905 -0.57 0.34 0.36 0.13
H 4.451 -0.504 -1.902 -0.26 -0.31 -0.03 0.07
H 3.103 -0.341 -3.018 -0.07 -0.59 0.26 0.09
H 3.739 -2.004 -2.510 -0.19 -0.04 -0.15 0.06
C -5.216 2.351 7.402 -0.08 0.09 0.48 -0.10
O -4.605 2.504 6.130 -0.59 0.45 0.49 -0.19
C -5.165 3.495 5.312 -0.77 1.65 0.87 -0.22
C -4.183 3.805 4.214 -0.07 -1.56 -0.60 -0.21
O -2.969 4.320 4.704 0.07 -0.59 -0.24 -0.14
C -2.882 5.702 4.799 0.27 0.93 -1.43 -0.20
C -1.508 6.051 5.277 1.02 0.85 0.62 -0.22
O -0.470 5.582 4.449 -1.13 -1.09 -0.81 -0.21
C 0.785 6.052 4.820 -0.37 1.80 0.01 -0.11
H -6.320 2.381 7.445 0.20 -0.65 -0.80 0.09
H -5.014 3.138 8.145 0.78 0.19 -0.44 0.09
H -4.794 1.417 7.768 -0.42 -0.05 0.23 0.09
H -5.348 4.507 5.867 0.23 -1.65 -0.43 0.15
H -6.167 3.179 4.919 0.72 0.17 0.09 0.14
H -4.679 4.468 3.504 0.20 0.17 -0.24 0.13
H -3.928 2.831 3.696 -0.29 1.08 0.45 0.12
H -3.627 6.079 5.495 -0.10 0.37 0.20 0.12
H -3.021 6.234 3.795 -0.10 -0.82 0.95 0.16
H -1.305 5.661 6.266 -0.29 -0.36 0.59 0.12
H -1.380 7.140 5.386 -0.46 0.04 -0.15 0.13
H 0.942 7.016 4.267 0.38 -0.64 0.47 0.10
H 1.527 5.321 4.549 0.38 -0.20 -0.03 0.08
H 0.786 6.291 5.898 0.40 -0.28 -0.23 0.09
C 1.226 -5.915 -0.976 0.30 -0.04 -1.17 -0.09
O 0.513 -5.142 -1.951 -0.12 0.18 -0.14 -0.18
C -0.851 -5.350 -1.612 -0.52 1.00 1.63 -0.21
C -1.906 -4.533 -2.337 0.68 -0.40 -0.91 -0.18
O -1.937 -4.981 -3.686 -0.32 0.58 -0.09 -0.14
C -2.976 -4.323 -4.399 0.55 0.10 0.08 -0.20
C -2.943 -4.797 -5.821 0.04 1.43 -1.61 -0.20
O -4.078 -4.209 -6.454 -0.54 -0.09 0.23 -0.20
C -4.240 -4.537 -7.820 -0.42 -0.73 0.36 -0.11
H 1.024 -5.541 0.001 -0.27 0.24 0.99 0.05
H 2.321 -5.870 -1.097 -0.59 0.00 -0.47 0.07
H 0.822 -6.921 -1.099 0.56 -0.39 0.43 0.09
H -0.908 -5.016 -0.541 -0.43 -0.52 -0.50 0.12
H -1.087 -6.408 -1.673 -0.13 -0.32 -0.04 0.12
H -1.618 -3.485 -2.294 -0.02 0.43 -0.03 0.11
H -2.940 -4.612 -1.928 0.77 -0.23 0.32 0.13
H -2.869 -3.227 -4.394 0.05 -0.15 0.25 0.13
H -3.941 -4.590 -3.940 0.01 0.14 -0.19 0.13
H -2.958 -5.858 -5.823 -0.28 -1.29 -0.19 0.11
H -2.072 -4.479 -6.455 -0.14 -0.14 1.07 0.13
H -5.173 -4.090 -8.209 0.60 0.06 0.38 0.09
H -4.363 -5.633 -7.922 0.18 0.27 -0.11 0.09
H -3.378 -4.213 -8.397 0.12 0.12 -0.24 0.08
C 5.248 -5.234 -8.224 0.28 0.56 0.32 -0.09
C 4.685 -3.780 -7.939 -0.24 -1.90 -0.91 -0.24
C 5.677 -2.634 -8.164 -0.33 -1.42 1.17 -0.17
C 6.868 -2.852 -7.334 1.11 0.11 0.62 -0.22
N 7.835 -3.098 -6.744 -1.23 0.33 -0.60 0.15
H 5.319 -5.421 -9.303 0.88 0.47 0.11 0.07
H 4.543 -6.006 -8.009 -1.04 -0.25 0.75 0.04
H 6.149 -5.559 -7.622 -0.66 0.84 -0.97 0.09
H 4.188 -3.736 -6.984 0.52 0.09 0.87 0.07
H 3.798 -3.658 -8.571 0.36 0.19 -0.47 0.11
H 5.145 -1.738 -7.975 -0.08 1.17 0.61 0.10
H 6.004 -2.566 -9.162 0.39 -0.17 -1.42 0.10
C 4.965 -1.428 3.528 0.72 0.11 0.36 -0.11
C 3.505 -1.041 3.617 -0.73 -1.26 1.17 -0.26
C 2.489 -1.573 2.602 0.10 0.72 -0.75 -0.19
C 2.461 -2.998 2.423 0.24 -0.35 0.08 -0.25
N 2.411 -4.127 2.234 -0.01 -0.59 -0.05 0.18
H 5.162 -2.529 3.577 -0.26 0.91 0.13 0.09
H 5.474 -0.883 4.371 -0.26 -0.85 -0.66 0.09
H 5.436 -1.043 2.629 0.04 -0.01 -0.30 0.06
H 3.396 0.025 3.605 0.03 0.69 0.09 0.08
H 3.147 -1.399 4.622 0.14 0.51 -0.82 0.12
H 2.561 -1.155 1.579 0.46 0.06 0.41 0.11
H 1.496 -1.275 2.921 -0.18 0.06 0.26 0.07
C -1.846 1.113 -2.467 -0.03 1.18 -0.32 -0.08
C -1.237 2.560 -2.317 -1.82 -1.88 -0.45 -0.24
C 0.245 2.497 -2.295 0.82 1.59 -0.05 -0.19
C 0.795 1.901 -3.511 0.64 0.02 -0.84 -0.20
N 1.252 1.556 -4.518 -0.43 0.07 0.99 0.17
H -1.533 0.464 -1.638 0.03 0.03 -0.47 0.05
H -1.690 0.694 -3.502 0.14 0.24 1.18 0.09
H -2.906 1.309 -2.365 -0.52 -0.53 0.00 0.04
H -1.699 3.034 -1.439 0.61 -0.16 0.00 0.10
H -1.591 3.119 -3.183 0.17 0.21 -0.07 0.11
H 0.661 2.069 -1.400 0.00 -0.67 0.35 0.10
H 0.589 3.540 -2.261 0.37 -0.21 -0.24 0.10
C -5.552 -2.035 -3.010 -0.06 0.41 0.83 -0.09
C -5.923 -2.777 -1.715 -0.07 -1.05 -0.41 -0.24
C -5.666 -1.965 -0.445 -0.96 -0.45 0.03 -0.17
C -4.259 -1.712 -0.412 1.46 0.42 0.50 -0.21
N -3.132 -1.475 -0.472 -0.59 -0.34 -0.17 0.22
H -4.503 -1.662 -3.042 -0.79 -0.32 -0.06 0.08
H -6.261 -1.210 -3.032 0.27 0.63 -0.06 0.06
H -5.829 -2.575 -3.900 0.40 -0.61 -0.27 0.07
H -5.438 -3.759 -1.586 0.33 0.37 -0.26 0.10
H -6.960 -3.077 -1.816 -0.44 0.30 0.29 0.11
H -6.063 -2.410 0.478 0.55 -0.45 -0.23 0.13
H -6.165 -1.012 -0.422 -0.21 0.80 -0.48 0.09
C 1.233 -3.914 -6.103 0.44 -1.69 0.52 -0.11
C 1.839 -2.650 -5.555 0.68 0.22 -0.45 -0.26
C 0.720 -1.813 -4.969 -0.11 2.70 -0.77 -0.19
C -0.244 -1.487 -6.041 -0.40 0.10 -0.23 -0.25
N -0.983 -1.250 -6.894 0.31 -0.11 0.39 0.15
H 1.940 -4.643 -6.568 -0.32 0.67 0.37 0.08
H 0.535 -3.610 -6.850 -0.57 -0.03 -0.78 0.05
H 0.651 -4.471 -5.340 0.36 0.26 -0.20 0.09
H 2.289 -2.113 -6.434 -0.30 -0.11 0.92 0.13
H 2.634 -2.780 -4.811 -0.23 -0.17 -0.16 0.08
H 1.058 -0.789 -4.630 -0.06 -1.11 -0.19 0.08
H 0.125 -2.211 -4.170 0.09 -0.79 0.59 0.10
C -0.811 1.066 7.916 0.04 -0.27 1.78 -0.10
C -1.214 2.023 6.843 -0.71 0.46 -1.73 -0.25
C -0.163 2.241 5.709 -0.09 1.46 -0.44 -0.15
C 0.310 0.993 5.147 -0.65 0.33 0.07 -0.21
N 0.598 -0.035 4.740 0.34 -0.70 -0.19 0.22
H -1.602 0.734 8.641 0.24 0.41 -1.05 0.09
H -0.108 1.592 8.592 0.10 -0.44 -0.43 0.08
H -0.345 0.160 7.536 0.11 -0.06 -0.07 0.06
H -1.419 2.981 7.248 0.23 1.18 0.68 0.09
H -2.194 1.892 6.354 0.36 -0.90 0.07 0.10
H 0.747 2.767 6.027 -0.14 -0.11 0.51 0.12
H -0.531 2.962 4.895 0.08 -1.28 0.95 0.12
C 3.983 -4.889 -3.608 0.26 -1.10 0.61 -0.09
C 5.424 -4.417 -3.475 1.42 -1.50 -1.11 -0.27
N 5.816 -3.786 -2.246 -0.39 -0.23 1.39 -0.19
C 7.248 -3.538 -2.212 0.79 -0.50 -0.74 -0.28
C 7.624 -2.184 -2.786 -0.34 1.37 -0.66 -0.09
C 5.417 -4.482 -1.012 -0.96 -1.02 0.19 -0.25
C 5.572 -3.657 0.257 1.12 0.46 0.16 -0.10
H 3.762 -5.201 -4.634 0.06 0.21 0.11 0.07
H 3.275 -4.157 -3.280 -0.49 0.69 0.00 0.04
H 3.758 -5.771 -2.962 0.40 0.49 -0.50 0.07
H 6.133 -5.317 -3.658 -1.01 0.80 0.16 0.13
H 5.719 -3.738 -4.295 -0.39 -0.08 0.22 0.10
H 7.597 -3.645 -1.190 -0.03 0.48 0.14 0.09
H 7.845 -4.357 -2.716 -0.71 0.53 -0.02 0.13
H 8.695 -1.976 -2.687 -0.10 -0.16 0.05 0.07
H 7.388 -2.005 -3.882 0.14 -0.66 1.20 0.07
H 7.083 -1.372 -2.239 0.38 -0.63 -0.27 0.07
H 5.999 -5.441 -0.821 -0.32 0.70 -0.51 0.13
H 4.329 -4.831 -1.028 1.34 0.68 -0.40 0.10
H 6.634 -3.439 0.512 -0.57 -0.32 -0.20 0.07
H 5.181 -4.262 1.060 -0.25 0.02 0.45 0.06
H 5.105 -2.668 0.260 -0.41 -0.24 -0.28 0.07
C -8.064 2.296 1.647 0.38 1.24 -1.33 -0.08
C -7.516 1.007 1.088 -1.25 -0.59 -0.19 -0.27
N -6.636 1.214 -0.020 1.11 0.48 -1.54 -0.22
C -5.392 1.903 0.311 0.17 -0.74 0.98 -0.20
C -4.664 1.221 1.516 1.05 0.08 -1.56 -0.06
C -7.261 1.648 -1.298 0.57 -2.28 0.63 -0.23
C -6.281 1.824 -2.455 -2.62 -0.06 -1.13 -0.09
H -8.578 2.928 0.901 0.29 -0.45 -0.07 0.08
H -7.221 2.871 1.968 0.59 0.64 0.38 0.05
H -8.734 2.290 2.448 -1.02 -0.75 1.45 0.05
H -6.908 0.495 1.865 -0.95 -0.11 -0.43 0.10
H -8.386 0.402 0.689 0.99 0.09 0.71 0.13
H -4.719 1.910 -0.561 -0.18 -0.30 0.37 0.10
H -5.561 2.944 0.545 -0.09 0.71 0.20 0.10
H -3.692 1.702 1.653 -0.08 0.13 -0.03 0.05
H -5.123 1.149 2.476 -0.77 0.45 0.55 0.05
H -4.402 0.198 1.253 -0.08 -0.16 -0.17 0.04
H -7.869 2.512 -1.262 -0.65 1.35 0.50 0.09
H -7.972 0.814 -1.494 0.35 0.45 -0.33 0.12
H -5.751 2.756 -2.443 0.19 0.53 -0.04 0.07
H -6.929 1.735 -3.386 0.80 0.64 0.88 0.10
H -5.617 1.029 -2.589 1.29 -1.31 0.25 0.03
C 0.180 5.593 -0.438 0.65 -1.17 0.07 -0.09
C 0.461 6.848 -1.238 -0.82 0.63 0.23 -0.23
N -0.568 7.940 -1.105 0.32 -1.42 0.41 -0.16
C -1.894 7.516 -1.662 2.06 0.80 0.15 -0.24
C -1.709 7.075 -3.108 -1.81 -0.20 0.84 -0.08
C -0.721 8.256 0.303 -0.08 1.72 0.65 -0.30
C 0.533 8.653 1.113 0.02 -1.10 1.16 -0.10
H 0.938 4.804 -0.688 -0.57 0.66 0.15 0.07
H -0.811 5.174 -0.675 0.27 0.13 0.16 0.06
H 0.281 5.708 0.647 -0.23 0.17 -0.17 0.07
H 1.425 7.266 -0.987 0.23 0.16 0.20 0.11
H 0.530 6.572 -2.273 0.02 0.04 -0.57 0.09
H -2.390 6.806 -0.991 0.01 -0.45 -0.32 0.11
H -2.482 8.405 -1.618 -0.62 0.71 -0.07 0.10
H -1.314 6.089 -3.128 0.19 -1.03 -0.26 0.04
H -2.709 7.082 -3.549 0.16 -0.24 -0.30 0.08
H -1.071 7.691 -3.697 0.50 0.81 -0.15 0.07
H -1.135 7.466 0.931 -0.43 -0.63 -0.28 0.09
H -1.464 9.105 0.409 0.75 -0.76 -0.30 0.13
H 1.314 7.847 1.253 -1.08 0.49 -0.25 0.08
H 0.113 8.865 2.125 0.50 -0.12 -0.47 0.07
H 1.105 9.513 0.843 0.02 0.79 -0.71 0.05
```
Forces are in eV/Å.

---

[2]
Below is C19H23N3O2 in the gas phase, with properties calculated with wB97M-V/def2-TZVPD.

Calculated values
gap between HOMO and LUMO: 8.403 eV
energy: -28642.21710 eV

Structure (XYZ):
```
47
Properties=species:S:1:pos:R:3:forces:R:3:nbo_charge:R:1
C 1.841 7.531 3.705 0.03 0.14 -0.12 -0.25
O 1.611 6.455 4.580 -0.05 -0.26 0.17 -0.50
C 1.461 5.207 4.045 -0.02 -0.10 0.00 0.28
C 1.510 4.903 2.691 0.03 0.33 0.29 -0.30
C 1.345 3.599 2.255 -0.03 -0.25 -0.07 -0.18
C 1.130 2.573 3.164 0.04 0.38 -0.13 0.12
N 0.948 1.238 2.786 -0.10 -0.30 0.29 -0.61
C 1.006 0.691 1.525 0.04 -0.26 0.42 0.79
O 1.204 1.313 0.505 0.02 0.29 -0.31 -0.65
N 0.858 -0.674 1.539 -0.10 -0.25 0.07 -0.63
C 0.693 -1.399 0.301 -0.18 0.03 -0.16 -0.23
C -0.786 -1.563 -0.074 0.22 -0.02 0.09 -0.22
N -0.973 -2.556 -1.112 -0.07 -0.03 -0.01 -0.44
C -2.362 -2.947 -1.267 -0.09 -0.32 0.01 -0.21
C -2.418 -4.230 -2.088 -0.08 0.16 0.16 -0.43
C -1.710 -4.047 -3.398 0.03 0.02 0.03 -0.01
C -1.991 -4.866 -4.484 0.05 0.02 -0.05 -0.19
C -1.329 -4.701 -5.686 -0.06 -0.08 -0.04 -0.21
C -0.375 -3.704 -5.812 0.08 0.06 -0.07 -0.21
C -0.090 -2.887 -4.736 -0.04 -0.02 0.03 -0.19
C -0.750 -3.049 -3.523 -0.01 -0.09 -0.07 -0.04
C -0.428 -2.120 -2.385 0.15 0.18 0.04 -0.24
C 1.081 2.879 4.524 0.02 0.04 -0.14 -0.22
C 1.243 4.175 4.959 0.04 0.20 -0.10 -0.24
H 1.932 8.412 4.340 0.00 -0.03 -0.09 0.20
H 2.767 7.398 3.137 -0.04 0.00 0.00 0.17
H 1.006 7.672 3.010 0.04 -0.01 0.01 0.17
H 1.676 5.673 1.954 0.02 0.09 -0.04 0.22
H 1.386 3.374 1.203 0.00 0.00 -0.03 0.25
H 0.822 0.602 3.560 0.05 0.06 -0.21 0.39
H 0.492 -1.119 2.367 0.05 0.11 -0.03 0.38
H 1.223 -0.822 -0.459 0.01 -0.16 0.04 0.23
H 1.152 -2.386 0.399 -0.02 0.05 -0.08 0.20
H -1.327 -1.910 0.813 0.02 0.06 -0.05 0.19
H -1.196 -0.576 -0.357 -0.01 -0.05 0.05 0.17
H -2.791 -3.124 -0.278 0.02 0.07 -0.05 0.20
H -2.957 -2.158 -1.762 0.00 0.00 0.05 0.16
H -3.455 -4.528 -2.254 0.00 -0.02 -0.01 0.21
H -1.923 -5.027 -1.526 -0.08 0.01 0.05 0.22
H -2.739 -5.640 -4.380 -0.08 -0.08 0.01 0.21
H -1.558 -5.344 -6.523 -0.02 -0.05 -0.07 0.21
H 0.146 -3.567 -6.748 0.04 0.01 -0.07 0.21
H 0.653 -2.108 -4.831 0.10 0.09 -0.02 0.21
H 0.658 -2.046 -2.287 -0.05 0.08 -0.08 0.21
H -0.805 -1.110 -2.648 0.06 -0.04 0.08 0.18
H 0.914 2.092 5.247 -0.02 -0.08 0.09 0.20
H 1.207 4.417 6.010 0.00 0.02 0.13 0.22
```
Forces are in eV/Å.

---

[3]
Below is C3H4N4O in the gas phase in a non-equilibrium geometry, with properties calculated with wB97M-V/def2-TZVPD.

Calculated values
gap between HOMO and LUMO: 9.316 eV
energy: -11181.39333 eV

Structure (XYZ):
```
12
Properties=species:S:1:pos:R:3:forces:R:3:nbo_charge:R:1
C 0.761 -1.371 0.454 -1.23 -0.01 -0.89 -0.43
N 0.087 -0.089 0.066 0.29 -0.77 1.10 -0.39
C -0.265 0.860 0.928 -1.68 2.36 -1.04 0.29
N -1.012 1.947 0.630 1.53 -2.55 0.29 -0.32
N -1.521 1.931 -0.632 -0.28 0.55 -0.23 0.05
N -1.114 1.149 -1.534 -0.05 -0.07 0.53 -0.23
C -0.150 0.176 -1.238 1.53 -1.14 -3.96 0.69
O 0.452 -0.427 -2.149 -1.39 1.12 1.94 -0.59
H 1.689 -1.164 0.960 0.35 0.09 0.06 0.22
H 0.055 -1.896 1.152 0.77 0.20 -0.85 0.22
H 0.937 -1.879 -0.547 -0.22 0.36 1.57 0.28
H 0.080 0.763 1.910 0.37 -0.13 1.47 0.20
```
Forces are in eV/Å.